The following is a DFT calculation (ωB97M-V with the def2-TZVPD basis set) of the ion C4H11N2O2 with charge -1 in a non-equilibrium geometry.

Calculated values
- total charge = -1
- LUMO level (eV) = 3.7
- orbital gap (eV) = 6.4
- structure (SMILES) = [O-]CNCCNCO
- E_tot (eV) = -11400.8631
- energy relative to the best compared isomer or geometry (same formula, charge and spin) (kcal per mole) = 73.4

Last column: Löwdin charge in e.
Atoms and positions in Å:
1 O 0.16 0.57 -3.22  -0.355
2 C -0.68 -0.16 -2.47  -0.543
3 N -1.12 0.51 -1.16  -0.099
4 C 0.01 1.30 -0.63  -0.257
5 C 0.82 0.46 0.35  -0.231
6 N -0.07 -0.18 1.30  -0.074
7 C 0.27 -1.38 1.98  -0.310
8 O 1.07 -1.13 3.16  -0.107
9 H -1.60 -0.40 -3.04  0.070
10 H -0.22 -1.11 -2.08  0.073
11 H -1.82 1.21 -1.40  0.071
12 H -0.41 2.16 -0.10  0.102
13 H 0.59 1.50 -1.54  0.080
14 H 1.47 1.16 0.90  0.097
15 H 1.51 -0.24 -0.14  0.114
16 H -1.01 -0.20 0.93  0.083
17 H 0.85 -2.07 1.38  0.111
18 H -0.67 -1.78 2.34  0.105
19 H 0.83 -0.22 3.43  0.070

The following is a DFT calculation (ωB97M-V with the def2-TZVPD basis set) of a cluster of 2 separate species, C2H7OPS in total in a non-equilibrium geometry.

Calculated values
- total charge = 0
- LUMO level (alpha / beta) (eV) = 0.8 / -1.6
- orbital gap (alpha / beta) (eV) = 5.7 / 8.0
- E_tot (eV) = -24353.0392
- <S²> = 2.01
- energy relative to the best compared isomer or geometry (same formula, charge and spin) (kcal per mole) = 62.0
- 2S+1 = 3

Last column: Mulliken spin population.
Atoms and positions in Å:
1 C 0.60 0.94 0.71  0.787
2 C 0.05 -0.14 1.33  0.719
3 O -0.16 1.96 0.22  0.095
4 P -0.32 -0.61 -1.97  0.031
5 S 0.93 -1.57 1.86  0.299
6 H 1.59 0.96 0.28  0.034
7 H -1.36 0.26 -1.62  -0.005
8 H -0.94 -0.20 1.51  -0.009
9 H -1.07 1.96 0.29  0.014
10 H -0.84 -1.55 -1.15  -0.003
11 H -0.71 -1.12 -3.19  0.004
12 H 2.23 -0.89 1.73  0.034

The following is a DFT calculation (ωB97M-V with the def2-TZVPD basis set) of a structure of composition C32H26Cl4NO4P2Pt.

Calculated values
- total charge = +1
- LUMO level (alpha / beta) (eV) = -2.8 / -4.4
- orbital gap (alpha / beta) (eV) = 8.3 / 7.5
- E_tot (eV) = -115196.3177
- <S²> = 2.00
- 2S+1 = 3

Last column: Mulliken spin population.
Atoms and positions in Å:
1 Pt 0.40 -0.24 0.39  1.435
2 O -1.11 -1.70 -0.58  0.089
3 P -1.22 -1.69 -2.09  0.029
4 C -1.17 0.02 -2.76  -0.006
5 P -1.79 1.23 -1.52  0.034
6 O -0.80 1.53 -0.41  0.082
7 C -3.35 0.61 -0.87  0.011
8 C -3.53 0.52 0.50  -0.010
9 C -4.74 0.06 1.00  -0.001
10 C -5.76 -0.29 0.12  0.000
11 C -5.59 -0.17 -1.25  0.000
12 C -4.38 0.29 -1.75  0.000
13 C -2.21 2.74 -2.40  0.009
14 C -2.86 3.73 -1.66  0.002
15 C -3.23 4.92 -2.27  -0.001
16 C -2.96 5.12 -3.61  0.002
17 C -2.32 4.14 -4.35  0.000
18 C -1.94 2.95 -3.75  0.001
19 C -0.01 -2.69 -2.98  -0.001
20 C 0.62 -2.30 -4.15  0.000
21 C 1.53 -3.16 -4.75  0.000
22 C 1.79 -4.40 -4.19  0.000
23 C 1.13 -4.80 -3.04  0.000
24 C 0.24 -3.95 -2.42  0.002
25 C -2.79 -2.47 -2.53  0.010
26 C -3.58 -3.02 -1.53  0.004
27 C -4.75 -3.69 -1.86  0.000
28 C -5.13 -3.79 -3.19  0.000
29 C -4.34 -3.24 -4.19  0.001
30 C -3.16 -2.59 -3.87  -0.001
31 H -1.74 0.09 -3.68  -0.001
32 H -0.12 0.25 -2.94  -0.002
33 H -2.72 0.81 1.16  0.004
34 H -4.90 -0.01 2.07  0.000
35 H -6.71 -0.64 0.51  0.000
36 H -6.39 -0.43 -1.93  0.000
37 H -4.24 0.40 -2.82  0.000
38 H -3.05 3.57 -0.61  -0.001
39 H -3.72 5.69 -1.69  0.000
40 H -3.25 6.05 -4.08  0.000
41 H -2.11 4.30 -5.40  0.000
42 H -1.41 2.20 -4.33  0.000
43 H 0.43 -1.33 -4.59  0.000
44 H 2.06 -2.84 -5.63  0.000
45 H 2.51 -5.06 -4.66  0.000
46 H 1.33 -5.77 -2.60  0.000
47 H -0.28 -4.24 -1.51  0.002
48 H -3.27 -2.92 -0.50  0.000
49 H -5.36 -4.12 -1.08  0.000
50 H -6.04 -4.31 -3.45  0.000
51 H -4.64 -3.33 -5.23  0.000
52 H -2.53 -2.19 -4.65  0.000
53 Cl 2.09 -2.05 0.95  0.108
54 C 3.41 -1.54 -0.14  0.004
55 Cl 4.33 -2.95 -0.59  0.005
56 Cl 4.42 -0.38 0.74  0.000
57 C 2.87 -0.76 -1.44  0.008
58 O 3.66 -0.70 -2.35  0.009
59 O 1.70 -0.26 -1.36  0.089
60 Cl -2.38 -1.92 5.03  0.001
61 C -1.24 -0.83 4.34  0.005
62 C -0.39 -0.09 5.14  -0.003
63 C 0.51 0.77 4.53  0.005
64 C 0.53 0.86 3.15  -0.014
65 N -0.29 0.12 2.39  0.076
66 C -1.17 -0.70 2.97  0.005
67 H -0.42 -0.18 6.22  0.000
68 H 1.19 1.38 5.12  0.000
69 H 1.21 1.53 2.64  0.009
70 H -1.83 -1.26 2.31  0.004

The following is a DFT calculation (ωB97M-V with the def2-TZVPD basis set) of the ion C3H6N3 with charge +1 in a non-equilibrium geometry.

Calculated values
- total charge = +1
- LUMO level (eV) = -6.6
- orbital gap (eV) = 9.3
- structure (SMILES) = C[N+]1=CN=NC1
- E_tot (eV) = -7668.6607
- energy relative to the best compared isomer or geometry (same formula, charge and spin) (kcal per mole) = 62.6

Last column: Löwdin charge in e.
Atoms and positions in Å:
1 C 1.00 0.32 -0.07  0.033
2 N -0.48 0.24 0.00  -0.050
3 C -1.41 0.65 0.90  0.038
4 N -2.70 0.30 0.53  0.108
5 N -2.63 -0.41 -0.50  0.119
6 C -1.30 -0.58 -0.85  -0.168
7 H 1.40 0.49 -1.12  0.137
8 H 1.43 -0.64 0.22  0.100
9 H 1.25 1.07 0.76  0.141
10 H -1.36 1.17 1.87  0.167
11 H -1.03 -1.59 -0.50  0.193
12 H -0.86 -0.56 -1.86  0.181